1.
{
  "formula": "C38H45AuN4O3S2Te",
  "method": "ωB97M-V with the def2-TZVPD basis set",
  "total_charge": 1,
  "orbital_gap_ev": [8.220, 5.392],
  "lumo_ev": [-1.83, -5.11],
  "spin_multiplicity": 4,
  "species": ["Au", "C", "C", "C", "C", "C", "C", "C", "C", "C", "H", "H", "H", "H", "H", "H", "H", "H", "H", "H", "H", "H", "C", "C", "O", "N", "Te", "C", "C", "C", "C", "C", "C", "C", "C", "C", "C", "C", "C", "C", "C", "C", "C", "C", "C", "H", "H", "H", "H", "H", "H", "H", "H", "H", "H", "H", "H", "H", "H", "H", "H", "H", "H", "H", "H", "H", "H", "H", "H", "H", "N", "C", "C", "C", "C", "C", "C", "S", "O", "O", "N", "C", "S", "C", "C", "N", "H", "H", "H", "H", "H", "H", "H", "H"],
  "xyz": [[-0.76225, 1.50736, 1.29101], [-0.73610, 1.03504, 4.52438], [-1.67510, 1.75984, 3.59299], [-2.50216, 1.05666, 2.68641], [-3.48438, 1.75159, 1.92916], [-4.35928, 1.00108, 0.96671], [-3.60018, 3.11945, 2.07863], [-2.79123, 3.83540, 2.97183], [-2.93691, 5.32723, 3.10028], [-1.84967, 3.15120, 3.71630], [0.27907, 1.42289, 4.42610], [-0.71850, -0.03459, 4.31563], [-1.04478, 1.17951, 5.56115], [-2.53721, -0.02828, 2.71815], [-3.88585, 0.97656, -0.01876], [-5.33121, 1.48201, 0.86432], [-4.50231, -0.02991, 1.28878], [-4.34886, 3.65115, 1.50067], [-2.23713, 5.83083, 2.42724], [-2.72543, 5.66038, 4.11602], [-3.94260, 5.64851, 2.83437], [-1.25322, 3.68798, 4.44856], [-0.83075, 3.75342, -1.31699], [-0.61963, 2.31116, -1.72020], [-0.41634, 2.04482, -2.92543], [-0.68975, 1.34446, -0.79880], [-0.35717, -0.39940, -2.04467], [-0.31596, -2.15586, -3.47629], [0.24717, -3.36555, -3.07129], [1.01867, -3.52588, -1.78450], [0.08755, -4.45843, -3.91753], [-0.56932, -4.35052, -5.13693], [-0.70074, -5.53516, -6.05450], [-1.07857, -3.11277, -5.51366], [-0.95275, -1.98879, -4.70464], [-1.52222, -0.67427, -5.18554], [-1.29046, -1.55187, -0.50738], [-0.62473, -1.83435, 0.68953], [0.81592, -1.46087, 0.93804], [-1.30199, -2.53986, 1.68110], [-2.61177, -2.96075, 1.51972], [-3.33644, -3.71858, 2.59938], [-3.25115, -2.66967, 0.31893], [-2.61747, -1.97436, -0.70280], [-3.39242, -1.72217, -1.97389], [-1.55014, 4.19383, -2.00419], [0.11907, 4.27735, -1.44283], [-1.17983, 3.84345, -0.28919], [1.42199, -2.56934, -1.45521], [1.85055, -4.21488, -1.92506], [0.37608, -3.92803, -0.99834], [0.50853, -5.41329, -3.61974], [-0.24329, -6.42314, -5.62121], [-0.21580, -5.33404, -7.01108], [-1.75004, -5.75238, -6.26023], [-1.57735, -3.01003, -6.47248], [-1.27157, -0.51885, -6.23396], [-1.14182, 0.17432, -4.61901], [-2.61198, -0.68120, -5.11003], [1.23354, -0.86448, 0.12845], [1.42406, -2.36086, 1.05217], [0.92020, -0.87908, 1.85711], [-0.78152, -2.77391, 2.60581], [-2.71473, -3.83877, 3.48568], [-3.61801, -4.71075, 2.24330], [-4.25447, -3.20210, 2.88497], [-4.27799, -2.98991, 0.17071], [-4.45944, -1.65957, -1.76447], [-3.23414, -2.53750, -2.68293], [-3.07891, -0.79517, -2.45622], [8.18270, 0.21209, 2.76312], [7.16311, 0.37960, 1.87530], [6.17109, -0.60657, 1.73420], [5.09679, -0.40520, 0.89910], [5.00783, 0.77830, 0.16892], [6.00074, 1.75002, 0.26324], [7.07243, 1.55124, 1.10545], [3.56081, 1.09687, -0.75987], [3.73840, 2.24837, -1.59744], [3.11891, -0.14025, -1.34474], [2.40829, 1.41807, 0.40173], [2.17486, 2.59203, 0.89685], [3.10701, 4.08596, 0.59613], [2.09067, 4.90870, 1.66872], [1.10880, 4.07657, 2.17291], [1.13909, 2.80885, 1.76993], [8.30980, -0.66880, 3.22435], [8.94353, 0.86537, 2.78172], [6.25954, -1.53289, 2.28949], [4.32708, -1.15808, 0.78468], [5.93373, 2.63452, -0.35540], [7.85349, 2.29906, 1.17478], [2.25114, 5.95102, 1.89947], [0.34275, 4.37687, 2.87372]],
  "forces_ev_per_angstrom": [[-0.3743, -0.2046, 0.0604], [-0.0191, 0.0242, -0.0026], [0.0994, -0.1331, -0.2085], [-0.1727, 0.1512, 0.1908], [-0.0958, 0.1297, 0.0380], [0.0620, 0.0056, 0.0089], [-0.0838, -0.1376, -0.0372], [0.0660, -0.0143, 0.1424], [0.0284, -0.0839, -0.0113], [-0.0668, 0.1233, 0.0262], [-0.0049, -0.0252, 0.0203], [0.0089, 0.0119, -0.0074], [-0.0233, -0.0261, -0.0125], [0.1056, -0.0078, -0.0836], [-0.0081, -0.0352, -0.0033], [0.0078, -0.0131, -0.0045], [-0.0160, -0.0245, -0.0190], [0.0093, -0.0116, 0.0201], [-0.0421, 0.0400, 0.0098], [0.0153, 0.0040, -0.0148], [0.0092, 0.0201, -0.0066], [-0.0114, -0.0292, -0.0020], [0.0524, -0.1415, 0.0956], [0.0462, -0.1456, -0.6468], [-0.0122, 0.4131, 0.1489], [0.2802, -0.2975, -0.2714], [-0.4583, -0.2465, 0.6997], [0.1102, -0.1366, -0.0443], [0.0543, 0.1078, 0.1400], [-0.1716, -0.0039, -0.1823], [0.0106, 0.0278, -0.0012], [-0.0295, -0.0112, -0.0381], [-0.0034, 0.0283, 0.0245], [0.0354, -0.0388, 0.0056], [-0.0626, 0.2028, 0.0146], [0.0374, -0.1893, 0.0898], [-0.0844, -0.0505, -0.0673], [0.1667, 0.0174, -0.1582], [-0.1798, 0.0211, 0.0026], [-0.0200, -0.0032, 0.1044], [-0.0701, -0.0324, 0.0095], [0.0628, 0.0184, -0.0656], [0.0345, 0.0576, -0.0299], [0.0031, 0.0391, -0.0139], [0.2169, -0.0580, 0.1281], [0.0046, 0.0387, 0.0155], [-0.0265, 0.0147, 0.0275], [0.0022, 0.0569, -0.0086], [0.1152, -0.0424, 0.0626], [0.0141, 0.0211, -0.0114], [0.0141, 0.0401, 0.0321], [0.0156, 0.0228, -0.0184], [-0.0208, 0.0002, -0.0134], [-0.0058, -0.0122, 0.0102], [0.0135, -0.0120, 0.0058], [0.0206, 0.0023, 0.0106], [0.0175, 0.0183, 0.0033], [-0.0300, 0.1019, -0.0755], [0.0041, 0.0395, 0.0365], [0.1137, -0.0105, 0.0883], [0.0112, -0.0072, -0.0371], [-0.0175, 0.0149, -0.0124], [0.0067, 0.0257, -0.0330], [-0.0266, 0.0037, -0.0018], [-0.0099, 0.0002, 0.0299], [0.0104, -0.0176, 0.0215], [0.0201, 0.0036, 0.0131], [0.0102, 0.0344, -0.0174], [0.0187, 0.0243, -0.0490], [-0.1046, 0.0555, -0.0764], [-0.0794, 0.0444, -0.0746], [-0.0331, 0.0315, 0.0103], [-0.0026, -0.0695, 0.0234], [0.0310, 0.0226, -0.0635], [-0.3856, 0.2978, 0.0548], [-0.0372, -0.0767, -0.0249], [0.0199, 0.0029, -0.0204], [0.3227, -0.5821, -0.3095], [0.0704, 0.2502, 0.1789], [-0.1590, 0.1889, 0.1036], [-0.3420, 0.4604, 0.4908], [0.4400, -0.3626, -0.3803], [-0.1666, -0.0445, -0.0474], [0.4547, 0.1462, -0.1973], [-0.3070, -0.5131, 0.1741], [0.5099, 0.3760, -0.0631], [0.0552, -0.0160, 0.0050], [0.0435, -0.0489, 0.0080], [-0.0181, 0.0364, 0.0144], [0.0311, -0.0070, 0.0518], [0.0026, 0.0753, 0.0568], [-0.0174, -0.0227, -0.0002], [-0.0877, -0.0348, 0.0151], [-0.0288, 0.0870, -0.0555]]
}

---

2.
{
  "formula": "C38H45BBrN7O5Tb",
  "method": "ωB97M-V with the def2-TZVPD basis set",
  "total_charge": -1,
  "orbital_gap_ev": [7.240, 7.249],
  "lumo_ev": [2.24, 2.24],
  "spin_multiplicity": 7,
  "species": ["Tb", "C", "C", "C", "C", "C", "C", "N", "N", "B", "N", "C", "C", "C", "N", "C", "C", "C", "N", "C", "C", "C", "N", "C", "C", "C", "H", "H", "H", "H", "H", "H", "H", "H", "H", "H", "H", "H", "H", "H", "H", "H", "H", "H", "H", "H", "H", "H", "H", "H", "H", "H", "H", "H", "Br", "C", "C", "C", "C", "C", "N", "C", "O", "O", "H", "H", "H", "C", "C", "C", "O", "C", "O", "O", "H", "H", "H", "H", "H", "H", "H", "C", "C", "C", "C", "C", "C", "C", "C", "C", "C", "H", "H", "H", "H", "H", "H", "H"],
  "xyz": [[0.31193, 0.19809, 0.05393], [2.87271, 2.84927, 2.26983], [1.49944, 3.57347, 2.31517], [0.52933, 2.85798, 3.21958], [0.99363, 3.81977, 0.91154], [0.66050, 5.07946, 0.34982], [0.25585, 4.75552, -0.91267], [0.35036, 3.44916, -1.07806], [0.78978, 2.84928, 0.01288], [0.20003, 2.77081, -2.45251], [-1.08660, 1.97314, -2.51357], [-2.03901, 2.17186, -3.45118], [-3.01062, 1.22410, -3.31121], [-2.56799, 0.42491, -2.21906], [-1.39906, 0.89302, -1.71629], [-3.55362, -0.59783, -1.67853], [-2.96475, -1.48551, -0.58011], [-4.12715, -1.45603, -2.82035], [1.44438, 1.89891, -2.71967], [2.39283, 2.20852, -3.60204], [3.47112, 1.35269, -3.40065], [3.03317, 0.52921, -2.33809], [1.81817, 0.86303, -1.94182], [3.84814, -0.63904, -1.77156], [3.06067, -1.93397, -1.76013], [4.42060, -0.21224, -0.38984], [3.28106, 2.73713, 3.27209], [2.74561, 1.89904, 1.72045], [3.54934, 3.44734, 1.65666], [1.69717, 4.58977, 2.70272], [0.39009, 1.82177, 2.99104], [0.88767, 2.85200, 4.24405], [-0.44993, 3.40016, 3.33996], [0.78141, 5.94682, 0.94597], [0.08934, 5.38976, -1.75928], [0.13850, 3.65666, -3.29225], [-1.93095, 2.99464, -4.14965], [-3.86746, 1.06282, -3.94530], [-4.38868, -0.01338, -1.24291], [-2.42267, -2.34609, -0.98811], [-2.30669, -0.92270, 0.07384], [-3.79854, -1.92200, 0.02136], [-3.27328, -1.88266, -3.34494], [-4.73950, -2.24684, -2.41305], [-4.71504, -1.01082, -3.55862], [2.18094, 3.02534, -4.27888], [4.35706, 1.30261, -4.03067], [4.66822, -0.76264, -2.47772], [3.65003, -2.79088, -1.53213], [2.29463, -1.92775, -1.00069], [2.57575, -2.15333, -2.70519], [3.63962, -0.18754, 0.39099], [5.17501, -0.91925, -0.05095], [4.84831, 0.80415, -0.44614], [0.19500, -1.17112, -5.52833], [-0.52211, -2.38321, -4.29668], [-1.30441, -3.45454, -4.79376], [-1.66293, -4.43386, -3.89396], [-1.07747, -4.41318, -2.65667], [-0.41519, -3.25295, -2.22623], [-0.16269, -2.23262, -3.03390], [0.08397, -3.14382, -0.76619], [0.54364, -4.10421, -0.19608], [0.07191, -1.94808, -0.31997], [-1.66162, -3.45966, -5.83961], [-2.30749, -5.27118, -4.21015], [-1.24779, -5.23045, -1.99287], [3.90720, -1.98303, 3.34344], [2.46856, -1.97043, 2.82947], [1.65121, -3.00689, 3.55566], [2.54057, -2.31217, 1.43463], [1.85923, -0.60137, 3.03054], [1.94967, -0.05853, 4.14252], [1.19801, -0.15204, 2.01997], [4.21163, -3.03823, 3.35048], [3.92943, -1.49552, 4.31973], [4.52112, -1.41274, 2.64248], [1.97213, -4.03097, 3.34432], [0.65203, -2.99980, 3.18411], [1.64227, -2.79603, 4.63595], [1.72960, -2.83157, 1.20585], [-3.65018, -1.26282, 4.39594], [-2.59412, -1.87145, 3.64421], [-1.99234, -1.17787, 2.62717], [-2.39538, 0.15410, 2.28840], [-1.70836, 0.86205, 1.24864], [-2.13110, 2.15566, 1.06540], [-3.19832, 2.76755, 1.77020], [-3.84932, 2.09276, 2.78812], [-3.40848, 0.76366, 3.08582], [-4.01075, 0.00644, 4.11656], [-4.07960, -1.78161, 5.20682], [-2.26345, -2.88558, 3.85992], [-1.16621, -1.51206, 2.04831], [-1.71634, 2.73402, 0.25306], [-3.42783, 3.83921, 1.64137], [-4.60637, 2.57677, 3.39826], [-4.82810, 0.46558, 4.65901]],
  "forces_ev_per_angstrom": [[0.1675, 0.2739, 0.2996], [-0.6944, 0.2475, -0.8608], [0.8334, 0.3527, -0.4324], [-1.2156, 1.0957, 1.1790], [-0.2665, -0.0831, 0.2498], [0.5030, -1.8089, 1.2290], [0.2726, 1.5176, -0.3975], [-0.1458, -0.2104, -1.5603], [0.4357, -0.5582, 1.3576], [0.1732, 0.1582, 0.0878], [-0.7291, -0.6499, -0.2817], [0.5639, 0.2783, 0.1139], [0.7040, -0.4301, 0.3073], [-0.6964, 0.8047, -0.2530], [-1.0830, 0.0121, -1.5042], [0.2735, 0.0677, 0.3627], [-0.9638, -0.6930, 0.0066], [1.4341, -0.7685, 1.0725], [-0.5763, 0.4770, 0.0267], [0.3318, -0.1302, 0.0574], [-0.7190, 0.3179, -0.3202], [1.3557, -1.0272, -0.5818], [-0.1943, 0.0652, 0.2511], [-0.3485, 1.0619, 0.1985], [-0.5120, 0.1803, 0.0839], [-0.4048, 0.0952, -0.1619], [-0.0174, -0.3397, -0.0660], [0.2021, 0.1640, 0.6834], [0.1791, 0.0641, 0.0976], [-0.1675, -0.3029, 0.0790], [-0.2840, -0.4243, -0.4454], [0.5355, -0.0176, 0.2056], [0.6769, -0.5983, -0.6614], [-0.1691, 0.9636, -0.2164], [-0.4214, 0.1069, -0.1638], [0.0509, -0.3707, 0.1965], [-0.0179, -0.2154, 0.1494], [-0.0236, 0.0871, 0.2066], [0.4478, -0.1251, -0.0519], [-0.0546, 0.3012, -0.0833], [-0.2432, -0.1447, -0.0750], [0.6012, 0.3903, -0.2237], [0.0162, -0.3749, -0.0415], [-0.0496, -0.4369, 0.2719], [-0.9338, 1.3547, -0.9917], [0.3255, -0.1504, -0.0321], [-0.1839, -0.1309, 0.5051], [0.2399, 0.0930, 0.0357], [0.8544, -0.5925, 0.3076], [-0.2078, 0.1608, 0.1939], [-0.0733, 0.2731, -0.3053], [0.1589, -0.1035, -0.3932], [0.1103, -0.0265, 0.0460], [-0.0226, -0.4528, -0.0505], [0.0688, 0.6086, -0.2919], [-0.4622, -1.2488, 0.0099], [-0.0448, 1.3242, -0.4838], [0.0464, -0.7568, -0.9065], [-0.1804, 0.7205, 0.8607], [-0.1810, -1.1078, 0.5417], [-0.0272, -0.0452, -0.6016], [0.1869, 1.1059, -1.2093], [-0.0052, -1.0381, 0.4154], [-0.2481, 0.0952, 0.1602], [0.3602, 0.0758, 0.7649], [0.4109, 0.4873, 0.2143], [0.0944, -0.2613, 0.5883], [-0.3790, 0.0029, -0.2880], [1.1174, -0.7443, -0.7372], [-0.0429, -0.2498, 0.6797], [-0.7966, -0.5859, 0.2438], [-0.6400, 0.7056, 1.3296], [-0.0099, -0.4290, -1.3402], [0.1611, 0.4453, -0.1282], [0.2858, 0.3808, 0.2044], [0.1748, -0.3057, -0.0132], [0.1196, -0.0975, 0.0895], [0.5363, 0.1765, 0.1599], [-1.1027, 0.2966, -0.1344], [-0.0405, -0.1887, -0.3581], [0.8016, 0.5447, 0.0025], [1.4557, -0.3471, -0.9484], [0.0097, 0.0355, -0.1948], [-0.9294, 1.0259, 0.5384], [0.2058, 0.2159, 0.7725], [-0.2444, 0.0959, 0.5073], [-0.7616, 0.2090, -0.4894], [-0.2489, 0.2763, 1.1607], [1.0991, -0.2010, -0.5362], [-0.3758, 0.0981, -0.6633], [-0.5710, 0.5920, -0.0393], [-0.5688, -0.6061, 0.7365], [-0.0925, 0.1580, 0.1243], [0.5330, -0.8781, -0.2202], [0.2094, 0.2720, -0.0364], [0.0542, -0.6219, -0.3104], [-0.0046, -0.1201, -0.0663], [-0.0016, 0.0868, 0.1857]]
}

---

The records above give, respectively, energy above the lowest of the compared OMol25 structures with the same formula, charge and spin values of 0.0; 0.0 kcal/mol.